[1]
{"formula": "C7H19N3O", "method": "ωB97M-V/def2-TZVPD", "elements": ["C", "C", "C", "C", "C", "C", "C", "N", "N", "N", "O", "H", "H", "H", "H", "H", "H", "H", "H", "H", "H", "H", "H", "H", "H", "H", "H", "H", "H", "H"], "positions_angstrom": [[-1.269, 1.069, 0.764], [-1.334, 0.977, -1.662], [-0.928, 2.585, 0.605], [-1.439, 2.487, -1.781], [2.394, -3.892, 0.690], [1.328, -2.791, 0.261], [1.566, -1.487, 0.918], [-0.651, 0.490, -0.442], [-1.730, 3.158, -0.532], [1.271, -1.249, 2.184], [2.124, -0.514, 0.302], [-0.687, 0.740, 1.652], [-2.394, 0.876, 0.955], [-2.347, 0.441, -1.685], [-0.591, 0.612, -2.484], [-0.991, 3.055, 1.677], [0.154, 2.615, 0.354], [-0.504, 2.997, -2.226], [-2.187, 2.644, -2.623], [2.511, -3.739, 1.799], [2.278, -4.774, -0.014], [3.373, -3.582, 0.279], [0.380, -3.074, 0.572], [1.375, -2.738, -0.865], [-2.832, 3.045, -0.227], [-1.713, 4.167, -0.629], [-0.820, -0.522, -0.372], [1.279, -2.092, 2.762], [1.447, -0.391, 2.635], [2.519, -0.883, -0.503]], "mulliken_charge": [-0.40, -0.51, -0.71, -0.64, -0.90, -0.97, 0.66, -0.23, -0.13, -0.27, -0.34, 0.18, 0.34, 0.35, 0.31, 0.39, 0.35, 0.36, 0.32, 0.29, 0.37, 0.35, 0.37, 0.54, 0.46, 0.38, 0.15, 0.26, 0.28, 0.39], "charge": 2, "de_lowest_kj_mol": 61.4, "lumo_ev": -6.60, "orbital_gap_ev": 9.900}

---

[2]
{"formula": "C7H19N4O", "method": "ωB97M-V/def2-TZVPD", "elements": ["C", "C", "C", "C", "C", "O", "N", "H", "H", "H", "H", "H", "H", "H", "H", "H", "H", "H", "C", "C", "N", "N", "N", "H", "H", "H", "H", "H", "H", "H", "H"], "positions_angstrom": [[0.165, 0.487, -2.092], [-1.155, 1.029, -2.686], [-0.272, 2.059, -0.094], [2.671, 1.591, -0.146], [1.661, 0.492, -0.179], [1.836, -0.703, -0.244], [0.360, 0.916, -0.690], [0.152, -0.594, -2.137], [0.930, 0.936, -2.734], [-1.995, 0.771, -2.048], [-1.134, 0.644, -3.700], [-1.228, 1.812, 0.388], [3.255, 1.735, 0.766], [-1.172, 2.110, -2.586], [0.306, 2.493, 0.717], [-0.503, 2.870, -0.775], [3.456, 1.414, -0.885], [2.166, 2.508, -0.402], [-2.337, -0.890, 1.735], [-0.174, -2.084, 1.373], [-1.088, -1.161, 1.017], [0.510, -1.941, 2.503], [0.161, -3.085, 0.557], [-0.936, -0.680, 0.158], [0.336, -1.175, 3.132], [0.966, -2.732, 2.937], [-0.138, -3.075, -0.402], [1.122, -3.377, 0.683], [-2.473, -1.542, 2.595], [-3.177, -0.917, 1.054], [-2.275, 0.091, 2.184]], "mulliken_charge": [-0.43, -1.23, -1.29, -1.26, 0.53, -0.58, 0.45, 0.30, 0.41, 0.30, 0.39, 0.24, 0.35, 0.31, 0.48, 0.40, 0.33, 0.42, -1.02, 0.62, 0.04, -0.37, -0.41, -0.01, 0.26, 0.21, 0.26, 0.23, 0.38, 0.34, 0.37], "charge": 1, "de_lowest_kj_mol": 81.0, "lumo_ev": -2.86, "orbital_gap_ev": 9.183}